(1)
Density functional theory data (ωB97M-V/def2-TZVPD) for a molecular structure, C22H26N6O7PtS.

Positions of all 63 atoms, in Å:
Pt  0.18  1.27  0.16
O  0.56  4.58  2.78
S  0.02  3.42  2.16
O  -1.29  3.56  1.54
O  1.01  2.86  1.14
O  -0.09  2.32  3.29
O  0.25  -5.32  1.20
C  0.91  -5.20  0.02
O  1.35  -6.16  -0.53
C  0.96  -3.82  -0.56
C  0.00  -2.86  -0.27
C  0.10  -1.59  -0.82
C  1.20  -1.28  -1.64
C  2.14  -2.26  -1.96
C  2.01  -3.52  -1.42
N  1.26  0.05  -1.94
C  1.60  0.83  -2.85
C  1.19  2.23  -2.65
C  1.50  3.20  -3.59
C  1.02  4.49  -3.43
C  0.22  4.76  -2.33
C  -0.05  3.75  -1.43
N  0.42  2.50  -1.57
H  0.07  -4.46  1.58
H  -0.84  -3.08  0.38
H  -1.21  -0.76  0.45
H  2.99  -2.00  -2.57
H  2.73  -4.30  -1.64
H  2.07  0.56  -3.81
H  2.11  2.93  -4.44
H  1.25  5.26  -4.15
H  -0.19  5.74  -2.15
H  -0.66  3.92  -0.55
C  2.60  -1.81  3.73
N  1.47  -0.95  3.45
C  0.58  -0.63  4.45
C  -0.43  0.21  4.28
C  -0.61  0.89  2.97
N  0.19  0.33  1.94
C  1.29  -0.45  2.16
O  2.06  -0.78  1.26
N  -1.98  0.96  2.59
H  2.27  -2.73  4.21
H  3.31  -1.30  4.39
H  3.10  -2.04  2.79
H  0.77  -1.13  5.40
H  -1.11  0.45  5.09
H  -2.53  1.27  3.38
H  -2.08  1.68  1.87
C  -2.79  -1.77  -1.40
C  -2.06  -0.43  -1.38
C  -1.67  -0.03  -2.79
C  -2.97  0.63  -0.76
N  -0.84  -0.54  -0.48
H  -3.72  -1.66  -1.96
H  -3.06  -2.10  -0.39
H  -2.20  -2.55  -1.88
H  -2.58  0.01  -3.40
H  -1.00  -0.76  -3.25
H  -1.21  0.95  -2.81
H  -3.85  0.75  -1.39
H  -2.46  1.59  -0.68
H  -3.30  0.33  0.23

ΔE to the lowest compared entry with this formula, charge and spin = 0.0 kJ/mol
Spin multiplicity = 1
Electronic energy = -60592.5722 eV
HOMO energy = -8.4 eV
Frontier orbital gap = 0.2660 hartree
LUMO = -1.157 eV

=====

(2)
Density functional theory data (ωB97M-V/def2-TZVPD) for 3 unconnected molecules or ions with the total composition C2H8OS2.

Positions of all 13 atoms, in Å:
C  -0.21  1.58  -2.03
S  -1.57  0.81  -1.23
S  0.70  -1.12  1.93
C  -0.88  -1.11  1.22
H  0.09  0.96  -2.88
H  0.65  1.62  -1.36
H  -0.41  2.58  -2.39
H  -1.40  -1.99  1.65
H  -0.83  -1.17  0.11
H  -1.46  -0.23  1.53
H  2.83  -0.55  0.10
H  1.47  0.15  0.12
O  2.31  0.13  -0.35

ΔE to the lowest compared entry with this formula, charge and spin = 390.5 kJ/mol
Spin multiplicity = 2
Net charge = +1
Electronic energy = -25909.4883 eV
HOMO energy (alpha / beta) = -13.5 / -14.6 eV
Frontier orbital gap (alpha / beta) = 0.1552 / 0.2535 hartree
LUMO (alpha / beta) = -9.291 / -7.735 eV

=====

(3)
Density functional theory data (ωB97M-V/def2-TZVPD) for 3 unconnected molecules or ions with the total composition C4H10NO2S at a distorted geometry.

Positions of all 18 atoms, in Å:
C  0.09  0.63  0.98
C  -0.49  0.40  2.18
S  -2.46  -2.18  0.20
C  1.48  0.20  0.62
N  1.31  -0.75  -0.65
C  0.05  -0.72  -1.48
O  2.11  -0.27  1.67
H  2.05  1.03  0.20
H  -0.42  1.43  0.30
H  0.15  -0.09  2.91
H  -1.58  0.47  2.44
H  2.16  -0.74  -1.17
H  0.03  -1.59  -2.13
H  -0.24  0.31  -1.98
H  -0.87  -0.82  -0.96
H  -1.77  -1.34  1.01
H  -1.21  2.23  -2.23
O  -0.38  1.79  -1.93

ΔE to the lowest compared entry with this formula, charge and spin = 883.1 kJ/mol
Spin multiplicity = 1
Net charge = -1
Electronic energy = -20723.7846 eV
HOMO energy = -4.1 eV
Frontier orbital gap = 0.1452 hartree
LUMO = -0.118 eV

=====

(4)
Density functional theory data (ωB97M-V/def2-TZVPD) for 8 unconnected molecules or ions with the total composition C27H46N4O10S at a distorted geometry.

Positions of all 88 atoms, in Å:
C  -2.48  -5.15  1.24
C  -2.64  -6.18  2.33
O  -2.83  -5.33  3.43
C  -3.37  -4.24  3.11
O  -4.07  -3.56  3.84
O  -3.14  -4.02  1.79
H  -2.91  -5.33  0.26
H  -1.42  -4.92  1.08
H  -1.88  -6.95  2.25
H  -3.58  -6.72  2.24
C  -1.78  -1.36  5.19
C  -1.94  -1.92  6.54
O  -1.36  -3.15  6.46
C  -0.54  -3.18  5.43
O  0.26  -4.13  5.27
O  -0.64  -2.03  4.81
H  -1.80  -0.27  5.08
H  -2.55  -1.65  4.47
H  -2.97  -1.96  6.90
H  -1.53  -1.33  7.36
C  1.25  2.94  -1.74
C  0.21  2.92  -2.85
O  0.58  4.01  -3.64
C  1.87  4.36  -3.34
O  2.57  5.22  -3.98
O  2.28  3.75  -2.22
H  1.59  1.94  -1.45
H  0.72  3.33  -0.87
H  -0.83  3.04  -2.54
H  0.36  2.04  -3.48
C  -2.10  1.17  -6.60
C  -1.05  1.97  -5.71
C  0.31  2.35  -6.40
C  0.36  3.70  -6.94
N  0.44  4.78  -7.41
H  -3.13  1.22  -6.26
H  -1.89  0.10  -6.61
H  -1.99  1.66  -7.57
H  -0.89  1.30  -4.87
H  -1.46  2.89  -5.30
H  0.57  1.50  -7.03
H  1.00  2.27  -5.55
C  -0.58  -1.54  1.68
C  -0.55  -0.89  0.35
C  0.16  -1.70  -0.75
C  -0.21  -1.14  -2.04
N  -0.56  -0.68  -3.04
H  -0.88  -2.59  1.59
H  -1.14  -1.01  2.45
H  0.41  -1.55  2.14
H  -0.02  0.06  0.42
H  -1.52  -0.64  -0.09
H  -0.34  -2.66  -0.79
H  1.24  -1.75  -0.58
C  -0.90  5.98  3.86
C  -1.58  5.77  2.46
C  -0.42  5.42  1.46
C  -0.19  3.94  1.42
N  0.03  2.80  1.51
H  -0.38  6.94  3.95
H  -0.31  5.08  4.00
H  -1.69  6.01  4.62
H  -1.91  6.71  2.00
H  -2.37  5.03  2.51
H  0.58  5.78  1.67
H  -0.79  5.66  0.46
C  1.75  -0.35  4.95
C  2.88  0.70  4.69
C  4.26  0.22  4.21
C  4.35  -0.46  2.90
N  4.49  -0.96  1.91
H  1.95  -0.95  5.84
H  1.44  -0.99  4.12
H  0.88  0.23  5.24
H  3.12  1.25  5.60
H  2.59  1.33  3.85
H  4.81  -0.36  4.95
H  4.82  1.09  3.89
C  0.86  -2.79  -5.56
S  1.39  -4.39  -6.11
O  1.03  -4.45  -7.63
C  3.20  -3.98  -6.05
H  0.75  -2.72  -4.48
H  -0.18  -2.82  -5.88
H  1.26  -1.98  -6.17
H  3.59  -3.68  -5.08
H  3.49  -3.12  -6.66
H  3.60  -4.90  -6.50

ΔE to the lowest compared entry with this formula, charge and spin = 345.3 kJ/mol
Spin multiplicity = 1
Electronic energy = -66010.2989 eV
HOMO energy = -9.1 eV
Frontier orbital gap = 0.3383 hartree
LUMO = 0.068 eV

=====

(5)
Density functional theory data (ωB97M-V/def2-TZVPD) for a molecular structure, C25H41F3O2P2Pd at a distorted geometry.

Positions of all 74 atoms, in Å:
Pd  -0.18  -0.74  -2.55
C  -0.91  -2.22  2.77
C  0.37  -2.55  2.31
C  0.60  -0.85  3.83
C  -0.78  -1.19  3.75
C  1.31  -1.65  2.89
C  -2.20  -2.85  2.39
H  -2.10  -3.53  1.53
H  -2.95  -2.08  2.15
H  -2.63  -3.46  3.21
C  -1.88  -0.53  4.47
H  -2.77  -1.16  4.50
H  -2.14  0.43  3.98
H  -1.58  -0.30  5.50
C  1.18  0.22  4.67
H  1.14  0.00  5.74
H  0.66  1.17  4.50
H  2.23  0.38  4.39
C  2.78  -1.62  2.65
H  3.34  -2.18  3.40
H  3.13  -0.58  2.66
H  3.04  -2.04  1.67
C  0.75  -3.64  1.39
H  0.98  -4.56  1.95
H  1.65  -3.40  0.80
H  -0.06  -3.90  0.69
C  -1.37  0.68  -3.61
C  -1.57  -0.67  -4.02
C  -0.82  -1.24  -5.18
C  0.64  -0.74  -5.24
C  1.23  -0.46  -3.88
C  1.58  0.91  -3.33
C  0.82  2.11  -3.90
C  -0.63  1.79  -4.34
H  -1.37  -1.00  -6.08
H  0.82  0.09  -5.93
H  -0.84  -2.32  -5.08
H  -0.61  1.56  -5.42
H  -2.16  1.10  -2.97
H  -2.42  -1.18  -3.57
H  -1.14  2.76  -4.22
H  0.86  3.00  -3.22
H  2.66  1.08  -3.32
H  1.38  2.45  -4.77
H  1.24  -1.62  -5.54
H  2.00  -1.21  -3.64
P  -1.22  0.44  0.39
C  -2.78  1.31  0.24
C  -1.82  -1.30  -0.46
P  1.70  1.06  -1.28
C  -0.10  1.34  -0.78
C  2.75  -0.42  -1.02
C  2.38  2.25  -0.10
H  -3.01  1.78  1.21
H  -3.54  0.57  -0.01
H  -2.70  2.06  -0.54
H  -1.26  -1.87  -1.26
H  -2.87  -1.24  -0.76
H  -1.72  -1.92  0.42
H  2.69  3.13  -0.68
H  3.21  1.81  0.46
H  1.61  2.54  0.64
H  -0.09  2.39  -0.43
H  -0.61  1.45  -1.75
H  3.14  -0.47  0.01
H  3.60  -0.30  -1.71
H  2.26  -1.38  -1.26
F  0.29  3.38  4.28
C  -0.43  3.72  3.17
F  -1.26  4.72  3.53
F  0.45  4.23  2.26
C  -1.17  2.46  2.62
O  -2.31  2.28  3.01
O  -0.48  1.73  1.81

ΔE to the lowest compared entry with this formula, charge and spin = 105.2 kJ/mol
Spin multiplicity = 5
Net charge = +2
Electronic energy = -60873.5421 eV
HOMO energy (alpha / beta) = -12.0 / -14.2 eV
Frontier orbital gap (alpha / beta) = 0.2324 / 0.2174 hartree
LUMO (alpha / beta) = -5.637 / -8.268 eV

=====

(6)
Density functional theory data (ωB97M-V/def2-TZVPD) for C23H27N5 in the gas phase.

Positions of all 55 atoms, in Å:
C  -1.66  -1.34  -3.35
C  -2.16  -0.72  -2.10
N  -3.34  -1.03  -1.60
N  -3.50  -0.29  -0.49
C  -4.68  -0.43  0.24
C  -5.27  0.64  0.91
C  -6.44  0.44  1.62
C  -7.04  -0.81  1.66
C  -6.47  -1.86  0.97
C  -5.30  -1.68  0.27
C  -2.41  0.50  -0.25
C  -2.22  1.35  0.94
C  -1.52  0.25  -1.29
C  -0.21  0.81  -1.50
N  0.21  1.76  -0.76
N  1.38  2.39  -0.90
C  1.73  3.19  0.24
C  2.43  2.34  1.33
N  2.98  1.15  0.70
C  3.78  0.35  1.60
C  3.98  -1.03  1.03
C  5.21  -1.67  1.10
C  5.37  -2.94  0.58
C  4.30  -3.58  -0.03
C  3.07  -2.94  -0.12
C  2.91  -1.68  0.41
C  3.64  1.49  -0.54
C  2.54  1.83  -1.57
H  -0.73  -1.88  -3.17
H  -2.40  -2.03  -3.74
H  -1.46  -0.58  -4.11
H  -4.83  1.62  0.86
H  -6.89  1.27  2.14
H  -7.95  -0.95  2.22
H  -6.94  -2.83  0.99
H  -4.84  -2.49  -0.28
H  -2.59  2.36  0.77
H  -1.15  1.42  1.13
H  -2.73  0.93  1.81
H  0.36  0.36  -2.32
H  0.82  3.64  0.63
H  2.40  3.99  -0.10
H  3.20  2.94  1.83
H  1.70  2.02  2.08
H  4.76  0.82  1.82
H  3.24  0.26  2.54
H  6.04  -1.18  1.57
H  6.33  -3.44  0.64
H  4.43  -4.57  -0.45
H  2.24  -3.44  -0.59
H  1.96  -1.17  0.35
H  4.34  2.33  -0.42
H  4.21  0.62  -0.88
H  2.25  0.92  -2.10
H  2.92  2.55  -2.31

Spin multiplicity = 1
Electronic energy = -31738.4143 eV
HOMO energy = -7.2 eV
Frontier orbital gap = 0.2958 hartree
LUMO = 0.805 eV

=====

(7)
Density functional theory data (ωB97M-V/def2-TZVPD) for a molecular structure, C38H44AgN4P at a distorted geometry.

Positions of all 88 atoms, in Å:
Ag  0.89  -0.30  1.11
C  -1.85  0.64  -3.41
C  -2.84  1.54  -2.72
C  -3.74  2.26  -3.50
C  -4.68  3.10  -2.92
C  -4.73  3.22  -1.55
C  -3.85  2.49  -0.76
C  -2.90  1.64  -1.32
P  -1.69  0.70  -0.26
C  -2.18  1.36  1.38
C  -3.19  0.76  2.13
C  -3.56  1.27  3.37
C  -2.92  2.38  3.87
C  -1.90  2.98  3.13
C  -1.52  2.49  1.89
C  -0.39  3.14  1.14
C  -2.39  -0.98  -0.31
C  -3.30  -1.39  -1.28
C  -3.56  -2.73  -1.51
C  -2.91  -3.68  -0.72
C  -2.05  -3.29  0.28
C  -1.76  -1.94  0.54
C  -0.86  -1.54  1.61
H  -1.97  0.70  -4.49
H  -1.98  -0.40  -3.10
H  -0.84  0.95  -3.15
H  -3.70  2.17  -4.58
H  -5.37  3.66  -3.55
H  -5.46  3.87  -1.08
H  -3.91  2.59  0.32
H  -3.69  -0.11  1.73
H  -4.36  0.79  3.93
H  -3.20  2.80  4.83
H  -1.40  3.85  3.53
H  -0.09  4.07  1.62
H  -0.67  3.37  0.11
H  0.48  2.48  1.11
H  -3.79  -0.64  -1.89
H  -4.26  -3.03  -2.28
H  -3.11  -4.74  -0.88
H  -1.59  -4.04  0.91
H  -0.50  -2.41  2.17
H  -1.31  -0.83  2.30
C  3.14  -2.93  -3.13
C  2.93  -2.59  -1.63
N  1.75  -1.76  -1.48
C  0.56  -2.45  -1.94
C  0.69  -2.76  -3.45
N  2.03  -2.25  -3.89
C  2.11  -0.76  -3.69
C  1.93  -0.50  -2.17
H  3.06  -4.00  -3.34
H  4.08  -2.56  -3.52
H  3.78  -2.03  -1.23
H  2.81  -3.50  -1.04
H  -0.31  -1.82  -1.75
H  0.43  -3.37  -1.37
H  -0.06  -2.25  -4.06
H  0.66  -3.83  -3.68
H  2.15  -2.45  -4.88
H  1.32  -0.31  -4.29
H  3.08  -0.43  -4.06
H  1.07  0.12  -1.96
H  2.80  0.00  -1.74
C  -2.12  -0.56  4.87
N  -1.13  0.42  5.30
C  -1.54  1.38  6.31
C  -0.16  0.75  4.46
N  0.65  1.03  3.68
H  -2.36  -1.23  5.69
H  -1.73  -1.13  4.03
H  -3.04  -0.05  4.54
H  -1.80  0.85  7.23
H  -2.41  1.96  5.97
H  -0.72  2.06  6.52
C  2.85  0.35  0.67
C  4.07  0.43  0.54
C  5.48  0.53  0.33
C  6.09  1.75  0.01
C  7.45  1.83  -0.22
C  8.25  0.70  -0.14
C  7.67  -0.52  0.19
C  6.30  -0.60  0.42
H  5.47  2.64  -0.05
H  7.90  2.79  -0.46
H  9.31  0.76  -0.31
H  8.28  -1.41  0.27
H  5.85  -1.55  0.70

ΔE to the lowest compared entry with this formula, charge and spin = 84.3 kJ/mol
Spin multiplicity = 1
Electronic energy = -59362.9607 eV
HOMO energy = -6.2 eV
Frontier orbital gap = 0.2069 hartree
LUMO = -0.586 eV

=====

(8)
Density functional theory data (ωB97M-V/def2-TZVPD) for a molecular structure, C2H9N4 at a distorted geometry.

Positions of all 15 atoms, in Å:
C  0.13  -0.44  -1.88
C  -2.36  -0.48  0.98
N  1.27  -0.34  -1.33
N  -2.56  -1.63  0.84
N  -1.67  0.50  1.12
N  1.13  0.93  0.82
H  -0.75  0.17  -1.57
H  0.08  -0.82  -2.98
H  -3.19  -2.36  1.32
H  2.02  -0.90  -1.57
H  0.20  0.63  1.20
H  -1.77  1.44  0.90
H  1.75  0.67  1.57
H  0.98  1.88  0.72
H  1.42  0.33  -0.20

ΔE to the lowest compared entry with this formula, charge and spin = 273.7 kJ/mol
Spin multiplicity = 1
Net charge = +1
Electronic energy = -8171.9895 eV
HOMO energy = -14.0 eV
Frontier orbital gap = 0.3762 hartree
LUMO = -3.737 eV

=====

(9)
Density functional theory data (ωB97M-V/def2-TZVPD) for C5H11NO in the gas phase.

Positions of all 18 atoms, in Å:
C  2.47  0.57  0.69
C  1.25  0.09  -0.07
C  0.55  -1.22  0.39
N  -0.89  -1.01  0.35
C  -1.41  -0.43  -0.78
C  -2.72  0.28  -0.61
O  -0.84  -0.48  -1.86
H  2.82  1.53  0.30
H  2.22  0.74  1.74
H  3.29  -0.16  0.63
H  0.51  0.89  0.03
H  1.43  -0.07  -1.14
H  0.79  -2.03  -0.31
H  0.81  -1.60  1.39
H  -1.31  -0.73  1.23
H  -2.61  1.34  -0.86
H  -3.13  0.19  0.40
H  -3.40  -0.16  -1.34

ΔE to the lowest compared entry with this formula, charge and spin = 42.5 kJ/mol
Spin multiplicity = 1
Electronic energy = -8901.2564 eV
HOMO energy = -9.5 eV
Frontier orbital gap = 0.3840 hartree
LUMO = 0.933 eV

=====

(10)
Density functional theory data (ωB97M-V/def2-TZVPD) for C3H7NO3 in the gas phase at a distorted geometry.

Positions of all 14 atoms, in Å:
C  2.34  -0.59  0.06
O  1.66  0.27  -0.74
C  0.54  0.85  -0.11
O  -0.38  -0.14  0.40
N  -1.59  -0.12  -0.35
C  -2.83  0.19  0.17
O  -3.82  -0.28  -0.40
H  3.22  -1.01  -0.40
H  2.66  -0.18  1.02
H  1.82  -1.53  0.22
H  0.06  1.49  -0.86
H  0.84  1.42  0.76
H  -1.68  -0.96  -1.04
H  -2.85  0.58  1.24

ΔE to the lowest compared entry with this formula, charge and spin = 405.5 kJ/mol
Spin multiplicity = 1
Electronic energy = -10854.1654 eV
HOMO energy = -10.0 eV
Frontier orbital gap = 0.4018 hartree
LUMO = 0.892 eV

=====

(11)
Density functional theory data (ωB97M-V/def2-TZVPD) for C3H2O6 in the gas phase at a distorted geometry.

Positions of all 11 atoms, in Å:
C  0.39  0.01  0.48
C  -0.87  -0.84  0.72
C  0.01  1.52  -0.01
O  0.50  -0.14  -1.23
O  1.83  0.18  -1.61
O  -1.97  -0.12  0.44
O  1.42  -0.09  1.11
O  -0.84  -1.97  1.08
O  -0.06  2.53  -0.50
H  2.36  -0.39  -1.02
H  -2.76  -0.69  0.53

ΔE to the lowest compared entry with this formula, charge and spin = 385.6 kJ/mol
Spin multiplicity = 1
Electronic energy = -15423.2819 eV
HOMO energy = -10.2 eV
Frontier orbital gap = 0.3711 hartree
LUMO = -0.136 eV

=====

- Which formula does entry 10 have?
  C3H7NO3

=====

Please write out number 11 again, unchanged.
Density functional theory data (ωB97M-V/def2-TZVPD) for C3H2O6 in the gas phase at a distorted geometry.

Positions of all 11 atoms, in Å:
C  0.39  0.01  0.48
C  -0.87  -0.84  0.72
C  0.01  1.52  -0.01
O  0.50  -0.14  -1.23
O  1.83  0.18  -1.61
O  -1.97  -0.12  0.44
O  1.42  -0.09  1.11
O  -0.84  -1.97  1.08
O  -0.06  2.53  -0.50
H  2.36  -0.39  -1.02
H  -2.76  -0.69  0.53

ΔE to the lowest compared entry with this formula, charge and spin = 385.6 kJ/mol
Spin multiplicity = 1
Electronic energy = -15423.2819 eV
HOMO energy = -10.2 eV
Frontier orbital gap = 0.3711 hartree
LUMO = -0.136 eV

=====

- spin multiplicity of number 8 (C2H9N4)?
  1

=====

- Which of these has the highest electronic energy?
  C2H9N4